This record from the Open Molecules 2025 dataset describes a structure of composition C7H18N2 at a distorted geometry. The level of theory is ωB97M-V/def2-TZVPD.

Results
Energy ... -10527.3200 eV

```
! wB97M-V def2-TZVPD RIJCOSX def2/J DEFGRID3
* xyz 0 1
C -0.31748 0.18332 0.68470
C 0.28701 -0.00522 -0.58712
C 2.02961 -0.40262 0.36058
C -0.08318 1.44295 1.47699
C -3.05847 0.14701 -0.40538
C 0.08386 -1.22363 -1.44615
C 3.10454 0.06356 -0.59222
N -1.80532 0.72536 -0.82619
N -0.74922 -0.88029 1.42276
H -1.81539 1.72763 -0.64565
H 0.59462 0.89620 -1.09629
H -1.19112 -0.69197 2.30760
H -1.12074 -1.67503 0.92774
H 1.96552 -1.48396 0.46631
H 2.14859 0.02932 1.35259
H 0.49236 2.16524 0.90331
H 0.45788 1.22703 2.39940
H -1.04691 1.88279 1.73763
H -3.07052 -0.92117 -0.65446
H -3.26899 0.21785 0.68324
H -3.92030 0.59492 -0.92299
H -0.09996 -2.12930 -0.86719
H 0.97484 -1.40912 -2.04636
H -0.77092 -1.05750 -2.09830
H 4.11047 -0.19560 -0.24151
H 2.98646 -0.37867 -1.58424
H 3.08277 1.15089 -0.70879
*
```

From a natural (NBO) analysis of the wavefunction, the atomic charges in e read: number 1, C, carries 0.4505; number 2, C, carries -0.1227; number 3, C, carries -0.4420; number 4, C, carries -0.6769; number 5, C, carries -0.4264; number 6, C, carries -0.6444; number 7, C, carries -0.6313; number 8, N, carries -0.8347; number 9, N, carries -0.8145; number 10, H, carries 0.3151; number 11, H, carries 0.2288; number 12, H, carries 0.3900; number 13, H, carries 0.3979; number 14, H, carries 0.1860; number 15, H, carries 0.1837; number 16, H, carries 0.2334; number 17, H, carries 0.2242; number 18, H, carries 0.2344; number 19, H, carries 0.1646; number 20, H, carries 0.1352; number 21, H, carries 0.1863; number 22, H, carries 0.1932; number 23, H, carries 0.2188; number 24, H, carries 0.2517; number 25, H, carries 0.2042; number 26, H, carries 0.1986; number 27, H, carries 0.1964

---

This record from the Open Molecules 2025 dataset describes a cluster of 3 separate species, C7H18N2 in total at a distorted geometry. The level of theory is ωB97M-V/def2-TZVPD.

Results
Energy ... -10526.9931 eV

```
! wB97M-V def2-TZVPD RIJCOSX def2/J DEFGRID3
* xyz 0 1
C 0.78410 -0.95418 0.63510
C 1.31146 1.07009 0.14309
C 0.36999 -1.04044 2.09947
C 0.20331 2.01757 0.26220
C 1.98308 0.97176 -1.19968
N 0.30927 -2.04899 -0.19488
H 1.87085 -1.04167 0.58742
H 1.99990 1.08261 0.98368
H 0.97107 -2.81204 -0.24319
H -0.57855 -2.40780 0.13581
H -0.71474 -0.99513 2.20558
H 0.80259 -0.22148 2.67486
H 0.71810 -1.98158 2.53553
H 0.08995 2.67494 -0.59989
H 2.57550 1.86949 -1.40522
H -0.79104 1.40346 0.25308
H 0.19457 2.57412 1.19996
H 1.24752 0.86542 -1.99830
H 2.65964 0.11725 -1.25232
C -1.88263 -0.03902 -1.67238
C -1.72923 -0.01331 -0.17838
N -2.59825 -0.25668 0.70908
H -3.52611 -0.45895 0.32240
H -0.56611 -0.23259 0.15443
H -2.91775 -0.20888 -1.97876
H -1.25310 -0.83490 -2.07511
H -1.53344 0.90092 -2.10359
*
```

From a natural (NBO) analysis of the wavefunction, the atomic charges in e read: number 1, C, carries -0.1033; number 2, C, carries -0.1032; number 3, C, carries -0.6629; number 4, C, carries -0.6761; number 5, C, carries -0.6473; number 6, N, carries -0.8640; number 7, H, carries 0.1890; number 8, H, carries 0.1944; number 9, H, carries 0.3703; number 10, H, carries 0.3642; number 11, H, carries 0.2336; number 12, H, carries 0.2103; number 13, H, carries 0.2059; number 14, H, carries 0.2121; number 15, H, carries 0.2140; number 16, H, carries 0.2469; number 17, H, carries 0.2254; number 18, H, carries 0.2100; number 19, H, carries 0.2119; number 20, C, carries -0.7063; number 21, C, carries 0.0835; number 22, N, carries -0.6614; number 23, H, carries 0.3236; number 24, H, carries 0.2505; number 25, H, carries 0.2087; number 26, H, carries 0.2471; number 27, H, carries 0.2230

---

This record from the Open Molecules 2025 dataset describes a cluster of 3 separate species, C7H18N2 in total at a distorted geometry. The level of theory is ωB97M-V/def2-TZVPD.

Results
Energy ... -10525.8959 eV

```
! wB97M-V def2-TZVPD RIJCOSX def2/J DEFGRID3
* xyz 0 1
C 0.24277 -0.18487 0.60804
C -1.03759 0.18853 -1.68455
C 1.06138 0.34741 -0.32600
C 0.10087 -1.66019 0.78615
C -0.48153 0.67337 1.59324
C -2.37577 0.45626 -1.07352
C -0.87560 -1.11002 -2.40790
N 2.52309 0.15535 1.59792
N 2.84802 1.44761 2.01723
H 3.26239 -0.11486 0.94666
H -0.58929 1.04678 -2.17800
H 2.18364 1.75491 2.71603
H 2.91884 2.15683 1.28479
H 1.60441 -0.28077 -1.01728
H 1.19165 1.41779 -0.41055
H -1.54217 0.41667 1.63032
H -0.95388 -1.94978 0.78259
H 0.62256 -2.22047 0.01221
H 0.52271 -1.93347 1.75622
H -0.38556 1.73428 1.36562
H -0.06274 0.48563 2.58559
H -2.40055 1.39782 -0.52097
H -2.68048 -0.34593 -0.39124
H -3.16714 0.51597 -1.84121
H 0.14864 -1.26961 -2.75442
H -1.15466 -1.96081 -1.77780
H -1.52401 -1.16444 -3.29915
*
```

From a natural (NBO) analysis of the wavefunction, the atomic charges in e read: number 1, C, carries 0.1487; number 2, C, carries -0.1220; number 3, C, carries -0.3695; number 4, C, carries -0.6696; number 5, C, carries -0.6708; number 6, C, carries -0.6741; number 7, C, carries -0.6755; number 8, N, carries -0.4384; number 9, N, carries -0.6362; number 10, H, carries 0.3054; number 11, H, carries 0.1673; number 12, H, carries 0.3490; number 13, H, carries 0.3368; number 14, H, carries 0.2007; number 15, H, carries 0.1935; number 16, H, carries 0.2221; number 17, H, carries 0.2133; number 18, H, carries 0.2173; number 19, H, carries 0.2364; number 20, H, carries 0.2124; number 21, H, carries 0.2255; number 22, H, carries 0.2106; number 23, H, carries 0.1968; number 24, H, carries 0.2059; number 25, H, carries 0.2072; number 26, H, carries 0.2020; number 27, H, carries 0.2052

---

This record from the Open Molecules 2025 dataset describes a structure of composition C7H18N2O at a distorted geometry. The level of theory is ωB97M-V/def2-TZVPD.

Results
Energy ... -12575.9810 eV

```
! wB97M-V def2-TZVPD RIJCOSX def2/J DEFGRID3
* xyz 0 1
C -1.56002 -0.78544 -0.19452
C -2.37284 0.00702 -1.18334
C -2.14169 -0.79218 1.19941
C -0.88851 -1.95115 -0.64596
C 0.38045 1.36481 -1.04461
N -0.01771 0.62202 0.15320
H -0.38677 1.25550 0.85767
H -2.57378 1.02223 -0.83787
H -1.89172 0.04992 -2.15957
H -3.33617 -0.49743 -1.30749
H -1.50218 -1.32083 1.90461
H -3.10321 -1.31270 1.16822
H -2.32845 0.21572 1.57569
H -1.00207 -2.19136 -1.69956
H 0.46300 -1.61405 -0.49335
H -0.95202 -2.81720 0.00813
H 1.14449 2.11210 -0.82127
H -0.47628 1.87700 -1.47996
H 0.79123 0.65728 -1.76185
C 3.31662 1.02662 0.44946
N 2.24148 0.54655 1.29609
C 1.15511 -0.22215 0.77322
O 1.53524 -1.09761 -0.16943
H 2.01008 1.12325 2.09037
H 0.65254 -0.67480 1.64806
H 3.16127 2.03520 0.04109
H 3.42799 0.32802 -0.37775
H 4.25392 1.03364 1.01130
*
```

From a natural (NBO) analysis of the wavefunction, the atomic charges in e read: number 1, C, carries 0.3406; number 2, C, carries -0.6743; number 3, C, carries -0.6755; number 4, C, carries -0.8223; number 5, C, carries -0.4344; number 6, N, carries -0.5753; number 7, H, carries 0.3615; number 8, H, carries 0.2068; number 9, H, carries 0.2256; number 10, H, carries 0.2337; number 11, H, carries 0.2253; number 12, H, carries 0.2321; number 13, H, carries 0.2047; number 14, H, carries 0.2219; number 15, H, carries 0.4439; number 16, H, carries 0.2281; number 17, H, carries 0.1945; number 18, H, carries 0.1954; number 19, H, carries 0.2271; number 20, C, carries -0.4194; number 21, N, carries -0.6630; number 22, C, carries 0.4380; number 23, O, carries -0.7825; number 24, H, carries 0.3636; number 25, H, carries 0.1218; number 26, H, carries 0.1587; number 27, H, carries 0.2309; number 28, H, carries 0.1925

---

ΔE to the lowest compared entry with this formula, charge and spin readings, ordered: 4.290; 4.617; 5.714; 3.349 eV